This record from the Open Molecules 2025 dataset describes a 9-piece molecular cluster, C32H90N8O9 overall. The level of theory is ωB97M-V/def2-TZVPD.

Last column: Mulliken charge in e.
Atoms and positions in Å:
C  -4.596  1.135  3.316  -0.731
C  -4.961  2.598  3.555  0.785
C  -3.797  3.635  3.701  -0.989
O  -3.073  3.430  4.919  -0.116
C  -3.552  4.189  6.055  -0.811
N  -5.708  2.875  2.378  -0.825
H  -5.477  0.535  3.088  0.365
H  -4.191  0.782  4.265  0.392
H  -3.772  0.903  2.642  -0.393
H  -5.688  2.597  4.367  0.247
H  -4.186  4.653  3.687  0.446
H  -3.088  3.536  2.879  0.153
H  -2.982  4.002  6.965  0.268
H  -4.554  3.807  6.252  0.294
H  -3.545  5.225  5.716  0.329
H  -5.192  2.577  1.563  0.263
H  -6.521  2.279  2.317  0.309
C  5.567  4.144  -2.157  -1.255
C  5.533  2.599  -1.862  0.332
C  4.205  2.114  -1.399  -0.736
O  4.289  0.869  -0.870  -0.151
C  4.666  0.678  0.442  -0.995
N  5.919  1.865  -3.110  -0.622
H  6.580  4.544  -2.208  0.318
H  5.055  4.736  -1.399  0.391
H  4.988  4.229  -3.076  0.204
H  6.219  2.252  -1.089  0.438
H  3.540  2.243  -2.253  0.345
H  3.807  2.780  -0.633  0.353
H  4.076  1.275  1.137  0.417
H  5.664  1.024  0.712  0.336
H  4.589  -0.370  0.731  0.270
H  5.153  1.738  -3.756  0.231
H  6.137  0.908  -2.872  0.361
C  3.225  0.665  6.104  -1.336
C  2.097  -0.277  6.532  0.366
C  0.740  0.294  5.864  0.025
O  0.575  1.607  6.311  -0.394
C  -0.652  2.292  6.037  -0.671
N  2.290  -1.672  6.066  -0.620
H  3.073  1.728  6.289  0.340
H  3.612  0.528  5.094  0.267
H  4.139  0.465  6.663  0.422
H  1.981  -0.296  7.616  0.224
H  -0.123  -0.277  6.206  0.404
H  0.701  0.209  4.778  -0.329
H  -1.482  1.629  6.280  0.385
H  -0.851  2.401  4.971  0.258
H  -0.648  3.139  6.722  0.222
H  2.072  -1.788  5.087  0.181
H  3.234  -1.947  6.297  0.240
C  5.352  4.462  -7.775  -1.483
C  4.860  3.781  -6.485  0.544
C  4.057  2.449  -6.598  -0.817
O  4.032  1.711  -5.283  -0.331
C  3.543  0.356  -5.365  -0.648
N  6.077  3.617  -5.638  -0.563
H  5.658  5.476  -7.518  0.358
H  4.488  4.539  -8.434  0.371
H  6.035  3.852  -8.366  0.376
H  4.177  4.476  -5.997  0.219
H  4.561  1.769  -7.285  0.395
H  3.065  2.672  -6.990  0.348
H  2.553  0.403  -5.819  0.338
H  3.470  0.037  -4.325  0.061
H  4.185  -0.241  -6.012  0.306
H  6.807  3.045  -6.035  0.285
H  5.796  2.965  -4.920  0.007
C  -2.251  -4.608  -4.365  -1.340
C  -0.939  -4.772  -5.180  0.401
C  0.362  -4.202  -4.483  -0.578
O  0.824  -5.082  -3.531  -0.305
C  2.140  -4.873  -3.068  -0.681
N  -0.754  -6.123  -5.625  -0.672
H  -2.999  -5.185  -4.908  0.458
H  -2.479  -3.543  -4.323  0.276
H  -2.260  -4.978  -3.340  0.254
H  -0.972  -4.216  -6.116  0.291
H  0.253  -3.219  -4.025  0.214
H  1.102  -4.013  -5.261  0.502
H  2.335  -3.906  -2.602  0.107
H  2.929  -4.962  -3.815  0.366
H  2.456  -5.719  -2.458  0.318
H  -0.807  -6.867  -4.944  0.232
H  0.103  -6.244  -6.145  0.232
C  -2.475  -4.372  2.465  -1.501
C  -3.597  -3.378  2.261  0.571
C  -4.649  -3.211  3.484  -0.777
O  -5.666  -2.349  2.935  -0.320
C  -6.550  -1.854  3.914  -0.914
N  -3.090  -2.094  1.899  0.022
H  -1.733  -4.285  1.671  0.276
H  -2.745  -5.429  2.450  0.450
H  -1.879  -4.192  3.359  0.428
H  -4.050  -3.723  1.332  0.352
H  -4.142  -2.677  4.287  0.340
H  -5.022  -4.161  3.866  0.443
H  -6.952  -2.593  4.607  0.355
H  -7.259  -1.156  3.469  0.302
H  -5.995  -1.278  4.654  0.349
H  -3.956  -1.581  1.819  0.323
H  -2.814  -2.159  0.930  -0.409
C  -4.157  1.605  -2.289  -1.883
C  -3.146  0.824  -1.426  1.423
C  -2.944  -0.621  -1.863  -1.349
O  -2.379  -1.380  -0.848  0.312
C  -2.043  -2.733  -1.015  -0.727
N  -1.882  1.597  -1.404  -0.322
H  -4.101  2.609  -1.867  0.482
H  -5.191  1.311  -2.108  0.443
H  -3.983  1.609  -3.365  0.392
H  -3.541  0.845  -0.411  -0.365
H  -2.478  -0.761  -2.838  0.325
H  -3.962  -0.984  -2.005  0.554
H  -2.927  -3.361  -0.908  0.414
H  -1.315  -3.124  -0.304  0.182
H  -1.627  -2.989  -1.989  -0.122
H  -1.785  1.984  -2.332  0.338
H  -1.024  1.078  -1.286  -0.509
C  1.524  -0.957  -1.327  -2.126
C  0.771  0.025  -0.386  3.714
C  0.857  -0.384  1.126  -0.603
O  0.356  0.718  1.806  -0.439
C  -1.043  0.803  1.789  -0.060
N  1.368  1.301  -0.635  -0.668
H  0.946  -1.783  -1.742  0.419
H  2.438  -1.353  -0.884  0.377
H  1.749  -0.410  -2.242  0.386
H  -0.229  0.126  -0.809  -2.061
H  1.938  -0.396  1.266  0.647
H  0.364  -1.347  1.262  0.141
H  -1.449  0.981  2.785  -0.048
H  -1.530  -0.118  1.470  -0.043
H  -1.522  1.576  1.188  0.389
H  1.372  1.778  0.255  0.429
H  2.346  1.136  -0.825  -0.181
O  -0.735  -2.048  3.972  -0.525
H  0.066  -2.447  3.631  0.316
H  -1.375  -2.155  3.268  0.013

The gap between HOMO and LUMO is 9.16 eV. As for the SMILES: COC[C@H](C)N.COC[C@H](C)N.COC[C@H](C)N.COC[C@H](C)N.COC[C@H](C)N.COC[C@H](C)N.COC[C@H](C)N.COC[C@H](C)N.O. Its multiplicity is 1. For the energy relative to the best compared isomer or geometry (same formula, charge and spin), the calculation gives 3.655 eV. For the electronic energy, the calculation gives -2388.102116 Eh.

=====

This record from the Open Molecules 2025 dataset describes a 2-piece molecular cluster, C5H10O overall. The level of theory is ωB97M-V/def2-TZVPD.

Last column: Mulliken charge in e.
Atoms and positions in Å:
C  -1.729  -1.429  1.109  -0.172
O  -0.917  -1.647  1.969  -0.383
C  1.521  -0.176  1.161  -0.797
C  1.453  0.012  -0.153  -0.020
C  0.724  1.165  -0.786  -0.425
C  -0.636  0.702  -1.320  -0.468
H  -1.116  0.055  -0.580  -0.264
H  -1.845  -2.081  0.220  0.267
H  -2.418  -0.561  1.149  0.265
H  1.088  0.542  1.856  0.236
H  1.960  -1.068  1.597  0.269
H  1.863  -0.740  -0.829  0.288
H  1.312  1.605  -1.601  0.283
H  0.583  1.955  -0.039  0.287
H  -1.309  1.543  -1.508  0.324
H  -0.533  0.123  -2.244  0.310

The gap between HOMO and LUMO is 10.33 eV. As for the SMILES: C=CCC.C=O. Its multiplicity is 1. For the energy relative to the best compared isomer or geometry (same formula, charge and spin), the calculation gives 1.848 eV. For the electronic energy, the calculation gives -271.684697 Eh.

=====

This record from the Open Molecules 2025 dataset describes C16H10BrF5MgO as an isolated structure. The level of theory is ωB97M-V/def2-TZVPD.

Last column: Mulliken charge in e.
Atoms and positions in Å:
C  1.059  -1.795  -1.570  -0.918
C  2.209  -1.021  -1.219  -0.533
C  2.533  -1.311  0.140  -0.171
H  2.792  -0.395  -1.884  0.388
C  1.573  -2.243  0.623  -0.634
C  0.671  -2.547  -0.415  -0.437
H  -0.121  -3.308  -0.398  0.408
H  0.591  -1.854  -2.552  0.432
H  3.407  -0.931  0.668  0.451
H  1.578  -2.704  1.615  0.365
Mg  0.213  -0.102  -0.258  0.796
Br  -1.854  0.451  -1.205  -0.286
C  -5.060  -0.211  -1.315  -0.520
C  -5.057  -1.634  -1.227  -0.500
C  -4.603  -2.156  -2.479  -0.579
H  -5.354  -2.217  -0.360  0.362
C  -4.322  -1.052  -3.341  -0.449
C  -4.605  0.153  -2.627  -0.694
H  -4.466  1.166  -2.998  0.403
H  -5.322  0.482  -0.519  0.335
H  -4.496  -3.206  -2.731  0.366
H  -3.947  -1.109  -4.359  0.325
F  3.974  3.217  4.628  -0.345
C  3.374  2.746  3.514  0.517
C  2.402  1.741  3.609  0.023
F  2.120  1.181  4.803  -0.318
C  1.728  1.332  2.479  0.310
F  0.821  0.314  2.592  -0.373
C  1.973  1.887  1.199  0.562
O  1.320  1.521  0.144  -0.964
C  3.037  2.846  1.117  0.151
F  3.453  3.263  -0.095  -0.325
C  3.705  3.281  2.262  0.170
F  4.674  4.215  2.157  -0.318

The gap between HOMO and LUMO is 4.35 eV. Its multiplicity is 1. The net charge is -2. For the electronic energy, the calculation gives -3964.434582 Eh.

=====

This record from the Open Molecules 2025 dataset describes one molecule with the formula C3H6N3P. The level of theory is ωB97M-V/def2-TZVPD.

Last column: Mulliken charge in e.
Atoms and positions in Å:
C  -2.890  0.887  -0.462  -0.736
C  -2.272  -0.253  -0.286  0.612
C  0.503  -0.293  -0.159  -0.173
N  -1.610  -1.215  0.074  -0.702
N  -0.236  -1.245  0.234  0.242
N  2.616  0.897  0.269  -0.505
P  2.198  -0.598  -0.434  0.029
H  -3.485  1.114  -1.382  0.256
H  -3.105  1.441  0.526  0.218
H  -0.010  -2.050  0.783  0.305
H  1.912  1.539  0.465  0.262
H  3.451  1.313  -0.091  0.204
H  2.928  -1.537  0.462  -0.011

The gap between HOMO and LUMO is 8.47 eV. As for the SMILES: C=C=NNC#[PH]N. Its multiplicity is 1. For the energy relative to the best compared isomer or geometry (same formula, charge and spin), the calculation gives 5.287 eV. For the electronic energy, the calculation gives -623.344625 Eh.

=====

This record from the Open Molecules 2025 dataset describes F10KN5O20S10 as an isolated structure. The level of theory is ωB97M-V/def2-TZVPD.

Last column: Mulliken charge in e.
Atoms and positions in Å:
K  0.906  0.052  1.089  1.035
N  0.260  -4.017  -1.838  -0.356
S  -0.013  -3.756  -3.374  1.134
O  0.682  -4.663  -4.211  -0.675
O  -0.157  -2.396  -3.829  -0.503
F  -1.522  -4.328  -3.362  -0.305
S  1.528  -2.991  -1.637  0.956
O  1.182  -1.653  -1.198  -0.350
O  2.709  -3.113  -2.437  -0.592
F  1.958  -3.629  -0.238  -0.311
N  -0.144  -1.975  2.557  -0.037
S  0.666  -2.711  3.748  0.958
O  -0.131  -3.703  4.403  -0.637
O  1.548  -1.944  4.590  -0.618
F  1.673  -3.531  2.836  -0.246
S  -1.460  -1.582  3.188  0.926
O  -1.454  -0.740  4.365  -0.579
O  -2.368  -2.712  3.159  -0.643
F  -2.066  -0.731  1.971  -0.140
N  -1.083  3.660  4.078  -0.484
S  0.287  2.655  4.249  0.964
O  1.547  3.321  4.474  -0.615
O  0.329  1.479  3.430  -0.306
F  0.005  2.159  5.753  -0.299
S  -0.874  3.947  2.553  1.049
O  -1.409  2.963  1.646  -0.358
O  0.336  4.602  2.113  -0.593
F  -1.973  5.146  2.512  -0.368
N  -2.675  0.656  -2.836  -0.346
S  -2.481  0.861  -1.184  0.886
O  -1.114  0.973  -0.710  -0.186
O  -3.502  0.340  -0.295  -0.558
F  -2.871  2.397  -1.213  -0.326
S  -3.375  -0.663  -2.972  1.175
O  -4.773  -0.570  -3.357  -0.748
O  -2.942  -1.724  -2.102  -0.537
F  -2.740  -1.116  -4.401  -0.319
N  2.124  1.978  -3.060  -0.206
S  3.692  1.380  -2.923  1.097
O  3.869  0.448  -1.829  -0.542
O  4.835  2.182  -3.262  -0.636
F  3.568  0.476  -4.259  -0.294
S  2.085  2.820  -1.780  0.910
O  2.979  3.948  -1.729  -0.643
O  1.686  2.251  -0.502  -0.389
F  0.673  3.551  -2.174  -0.344

The gap between HOMO and LUMO is 7.97 eV. Its multiplicity is 1. The net charge is -4. For the energy relative to the best compared isomer or geometry (same formula, charge and spin), the calculation gives 2.220 eV. For the electronic energy, the calculation gives -7359.033866 Eh.

=====

This record from the Open Molecules 2025 dataset describes a 2-piece molecular cluster, C3H4N2 overall. The level of theory is ωB97M-V/def2-TZVPD.

Last column: Mulliken charge in e.
Atoms and positions in Å:
N  -1.158  -0.986  0.317  -0.622
C  -0.682  1.338  0.043  -0.319
C  0.535  1.355  -0.065  -0.483
C  1.144  -0.881  -0.109  -0.175
N  0.027  -1.303  0.061  0.281
H  -1.786  -1.457  -0.340  0.230
H  -1.728  1.517  0.146  0.404
H  1.535  1.720  -0.163  0.384
H  2.114  -1.303  0.109  0.300

The gap between HOMO and LUMO is 9.95 eV. Its multiplicity is 1. For the energy relative to the best compared isomer or geometry (same formula, charge and spin), the calculation gives 5.721 eV. For the electronic energy, the calculation gives -226.014936 Eh.

=====

This record from the Open Molecules 2025 dataset describes a 2-piece molecular cluster, C5H11NO2 overall. The level of theory is ωB97M-V/def2-TZVPD.

Last column: Mulliken charge in e.
Atoms and positions in Å:
C  -0.300  -2.422  0.198  -1.052
C  -0.310  -1.286  1.218  0.717
N  0.751  -1.303  2.076  -0.383
O  -1.102  -0.361  1.262  -0.629
H  0.421  -2.187  -0.582  0.311
H  -1.302  -2.568  -0.271  0.270
H  -0.076  -3.391  0.674  0.399
H  1.531  -1.914  2.020  0.174
H  0.760  -0.645  2.840  0.227
O  1.301  -0.149  -1.140  -0.577
C  0.279  0.559  -1.087  0.009
C  0.341  2.061  -0.975  -0.178
C  -0.930  2.774  -1.476  -1.127
H  -0.735  0.122  -1.244  0.370
H  1.248  2.402  -1.545  0.296
H  0.467  2.315  0.081  0.224
H  -1.094  2.629  -2.567  0.317
H  -0.759  3.880  -1.347  0.322
H  -1.788  2.438  -0.829  0.310

The gap between HOMO and LUMO is 10.64 eV. As for the SMILES: CC(N)=O.CCC=O. Its multiplicity is 1. For the energy relative to the best compared isomer or geometry (same formula, charge and spin), the calculation gives 0.791 eV. For the electronic energy, the calculation gives -402.349075 Eh.

=====

This record from the Open Molecules 2025 dataset describes C17H18EuN3 as an isolated structure. The level of theory is ωB97M-V/def2-TZVPD.

Last column: Mulliken charge in e.
Atoms and positions in Å:
C  2.466  -1.366  -1.880  -0.569
C  1.417  -2.153  -2.105  -0.626
H  3.165  -1.561  -1.070  0.311
H  2.670  -0.494  -2.497  0.343
H  0.719  -1.958  -2.915  0.354
H  1.213  -3.025  -1.489  0.330
Eu  0.000  0.000  0.000  1.001
C  0.043  2.206  -0.284  -0.351
C  -0.229  1.665  -1.549  -0.377
C  -1.984  0.985  -0.180  -0.429
C  -0.989  1.699  0.615  -0.506
H  0.382  1.779  -2.435  0.516
H  -1.929  0.391  -2.317  0.479
H  -2.906  0.556  0.186  0.634
C  -1.477  0.915  -1.485  -0.533
H  -1.087  1.951  1.664  0.478
H  0.878  2.835  -0.008  0.588
N  0.250  -2.517  2.813  -0.099
C  1.427  -1.805  2.497  0.741
C  2.532  -1.969  3.369  -0.710
C  3.692  -1.219  3.193  -0.420
C  3.771  -0.332  2.135  -0.837
C  2.674  -0.194  1.295  -0.330
N  1.524  -0.904  1.490  -0.064
C  -1.119  -2.297  2.466  0.661
C  -2.008  -2.939  3.382  -0.666
C  -3.369  -2.780  3.319  -0.396
C  -3.871  -2.029  2.314  -0.835
C  -3.013  -1.373  1.454  -0.267
N  -1.608  -1.400  1.505  -0.102
H  0.393  -3.186  3.587  0.211
H  2.477  -2.633  4.223  0.367
H  4.518  -1.312  3.887  0.447
H  4.657  0.271  1.982  0.439
H  2.713  0.531  0.493  0.493
H  -1.642  -3.548  4.197  0.298
H  -4.037  -3.259  4.022  0.442
H  -4.946  -1.949  2.175  0.434
H  -3.631  -1.011  0.679  0.552

The gap between HOMO and LUMO (alpha / beta) is 7.18 / 7.95 eV. Its multiplicity is 7. The net charge is +2. For the electronic energy, the calculation gives -1532.480595 Eh.

=====

Look up the electronic energy of the eighth one.
-1532.480595 Eh